1.
Below is a cluster of 5 separate species, C33H39F7INO5PS in total at a distorted geometry, with properties calculated with ωB97M-V with the def2-TZVPD basis set.

Cartesian coordinates (Å):
C 4.19 3.93 -1.30
C 3.42 2.82 -2.03
I 3.24 1.02 -0.83
C 2.19 3.21 -2.87
N 0.88 3.57 -2.19
C 0.10 2.40 -1.65
C -0.04 1.20 -2.58
C -1.18 0.31 -2.02
O -1.10 0.14 -0.60
P 0.93 4.84 -0.79
O 1.92 6.06 -1.12
O 1.44 4.16 0.59
S -0.05 4.38 -3.49
O 0.40 5.71 -3.65
O 0.15 3.70 -4.71
C -1.90 4.43 -3.26
F -2.28 4.98 -4.38
F -2.39 3.20 -3.34
C -2.55 5.29 -2.11
F -3.61 5.87 -2.64
F -1.79 6.30 -1.73
C -3.07 4.56 -0.83
F -2.13 4.29 0.06
F -3.89 5.41 -0.25
F -3.76 3.47 -1.08
H 4.58 4.67 -2.00
H 3.68 4.37 -0.45
H 5.09 3.45 -0.89
H 4.14 2.48 -2.78
H 2.09 2.45 -3.64
H 2.48 4.10 -3.44
H -0.91 2.70 -1.36
H 0.53 2.04 -0.71
H 0.88 0.63 -2.70
H -0.36 1.48 -3.58
H -2.15 0.78 -2.23
H -1.18 -0.66 -2.51
H -1.57 0.88 -0.21
H 2.36 6.00 -1.98
H 0.79 3.54 0.95
C -1.05 -4.30 2.61
C -0.55 -5.29 1.79
C 0.01 -4.96 0.56
C 0.06 -3.63 0.16
C -0.44 -2.64 0.99
C -1.00 -2.97 2.22
H -1.49 -4.56 3.57
H -0.58 -6.33 2.10
H 0.39 -5.74 -0.09
H 0.50 -3.37 -0.80
H -0.40 -1.60 0.68
H -1.40 -2.20 2.86
C 9.33 2.28 -2.23
C 8.99 1.72 -3.45
C 7.89 0.88 -3.55
C 7.13 0.60 -2.43
C 7.47 1.16 -1.20
C 8.57 2.00 -1.10
H 10.19 2.94 -2.15
H 9.58 1.95 -4.33
H 7.63 0.44 -4.51
H 6.27 -0.05 -2.51
H 6.87 0.95 -0.33
H 8.84 2.43 -0.15
C -3.89 -6.24 1.24
C -4.22 -6.74 -0.01
C -5.29 -7.61 -0.15
C -6.04 -7.98 0.96
C -5.71 -7.47 2.21
C -4.64 -6.60 2.35
H -3.06 -5.56 1.35
H -3.64 -6.45 -0.88
H -5.54 -8.01 -1.12
H -6.87 -8.66 0.86
H -6.29 -7.75 3.08
H -4.38 -6.21 3.33
C -3.30 -0.76 7.31
C -3.25 -0.21 6.03
C -3.52 -1.00 4.93
C -3.84 -2.34 5.09
C -3.88 -2.89 6.37
C -3.61 -2.10 7.48
H -3.09 -0.14 8.17
H -3.01 0.84 5.90
H -3.48 -0.57 3.93
H -4.05 -2.96 4.23
H -4.13 -3.93 6.50
H -3.64 -2.53 8.47

The calculation puts the gap between HOMO and LUMO at 6.569 eV. The charge is +1. The value obtained for the HOMO energy is -0.386 hartree. The total energy is -93818.691 eV.



2.
Below is a cluster of 7 separate species, C33H39FN4O17S2 in total at a distorted geometry, with properties calculated with ωB97M-V with the def2-TZVPD basis set.

Cartesian coordinates (Å):
O 34.88 -24.65 -8.73
N 34.01 -23.97 -8.45
O 33.03 -24.49 -7.98
C 33.98 -22.55 -8.80
C 35.12 -21.96 -9.32
C 35.23 -20.59 -9.56
C 34.19 -19.77 -9.10
C 33.07 -20.40 -8.53
C 32.92 -21.78 -8.37
H 35.96 -22.50 -9.72
H 36.19 -20.29 -9.94
H 34.29 -18.71 -9.26
H 32.35 -19.66 -8.22
H 32.04 -22.20 -7.90
O 16.36 -33.72 -16.44
N 16.35 -32.73 -15.77
O 15.30 -32.45 -15.13
C 17.52 -31.81 -15.72
C 18.80 -32.27 -16.13
C 19.84 -31.35 -16.29
C 19.68 -29.99 -16.03
C 18.47 -29.61 -15.54
C 17.40 -30.48 -15.37
H 18.74 -33.25 -16.60
H 20.72 -31.74 -16.77
H 20.50 -29.28 -16.07
H 18.34 -28.58 -15.23
H 16.57 -29.95 -14.92
O 24.75 -27.77 -13.64
N 25.71 -27.07 -13.40
O 26.37 -26.61 -14.36
C 26.21 -26.90 -11.95
C 27.52 -26.39 -11.82
C 28.15 -26.40 -10.59
C 27.30 -26.73 -9.46
C 25.95 -27.14 -9.58
C 25.46 -27.19 -10.88
H 28.09 -26.11 -12.70
H 29.12 -25.96 -10.40
H 27.70 -26.63 -8.46
H 25.31 -27.50 -8.79
H 24.45 -27.55 -11.01
O 32.21 -20.20 -17.13
N 32.22 -21.10 -16.31
O 32.31 -20.86 -15.07
C 32.03 -22.50 -16.76
C 32.06 -22.80 -18.11
C 32.08 -24.09 -18.52
C 31.96 -25.15 -17.56
C 31.79 -24.82 -16.23
C 31.84 -23.55 -15.80
H 32.01 -21.93 -18.75
H 31.87 -24.22 -19.57
H 31.96 -26.21 -17.79
H 31.55 -25.63 -15.55
H 31.85 -23.41 -14.73
O 22.43 -32.49 -9.70
C 21.77 -33.43 -9.48
O 22.04 -34.52 -8.69
C 20.83 -35.34 -8.47
C 19.88 -34.78 -9.45
F 18.63 -34.41 -8.98
O 20.55 -33.61 -10.00
H 21.03 -36.39 -8.66
H 20.27 -35.25 -7.54
H 19.63 -35.60 -10.12
C 27.22 -29.00 -19.92
C 25.88 -28.83 -20.69
O 25.87 -29.93 -21.60
S 25.56 -31.46 -21.01
C 25.76 -32.37 -22.60
O 26.52 -31.92 -20.06
O 24.13 -31.47 -20.53
H 28.07 -29.00 -20.60
H 27.38 -29.81 -19.20
H 27.29 -28.05 -19.40
H 25.14 -28.77 -19.89
H 25.85 -28.00 -21.40
H 24.98 -33.13 -22.66
H 26.80 -32.70 -22.56
H 25.73 -31.63 -23.39
C 31.16 -31.45 -12.05
C 29.68 -31.27 -12.30
O 29.35 -32.21 -13.36
S 29.16 -31.73 -14.85
C 27.31 -31.86 -14.82
O 29.42 -30.36 -14.98
O 29.68 -32.69 -15.82
H 31.72 -30.80 -11.39
H 31.68 -31.23 -12.98
H 31.48 -32.43 -11.69
H 29.16 -31.55 -11.38
H 29.27 -30.28 -12.45
H 27.04 -31.28 -15.70
H 26.91 -31.44 -13.90
H 27.02 -32.88 -15.11

The calculation puts the gap between HOMO and LUMO at 9.254 eV. Its SMILES is O=[N+]([O-])c1ccccc1.O=[N+]([O-])c1ccccc1.O=[N+]([O-])c1ccccc1.O=[N+]([O-])c1ccccc1.O=C1OC[C@@H](F)O1.CCOS(C)(=O)=O.CCOS(C)(=O)=O. The value obtained for the HOMO energy is -0.366 hartree. The total energy is -99992.541 eV.



3.
Below is a structure of composition C33H40AlN4O at a distorted geometry, with properties calculated with ωB97M-V with the def2-TZVPD basis set.

Cartesian coordinates (Å):
C 5.40 1.11 2.20
C 3.97 0.52 2.28
C 3.36 0.23 0.89
C 3.12 1.47 3.17
C 2.57 2.74 2.45
Al 0.52 2.79 2.38
C -0.10 0.84 2.44
C -1.49 0.57 1.93
O -2.35 1.40 1.71
C -1.84 -0.92 1.73
C -2.06 -1.65 2.88
C -2.34 -3.00 2.79
C -2.38 -3.56 1.54
C -2.18 -2.85 0.39
C -1.90 -1.51 0.48
H 5.93 0.62 1.37
H 5.34 2.19 2.05
H 5.92 0.82 3.12
H 4.01 -0.44 2.81
H 4.17 0.24 0.15
H 2.90 -0.77 0.82
H 2.63 0.96 0.55
H 2.35 0.89 3.70
H 3.80 1.83 3.95
H 2.91 2.79 1.40
H 2.92 3.62 3.00
H 0.02 3.63 3.69
H -0.02 3.60 1.09
H -0.04 0.44 3.46
H 0.57 0.21 1.83
H -2.01 -1.16 3.84
H -2.49 -3.55 3.71
H -2.58 -4.63 1.47
H -2.21 -3.36 -0.56
H -1.72 -0.87 -0.38
N 6.80 3.25 0.41
C 8.08 3.33 0.76
C 9.14 3.27 -0.14
C 8.84 3.11 -1.49
C 7.51 3.02 -1.87
C 6.54 3.10 -0.89
H 8.27 3.45 1.82
H 10.16 3.34 0.20
H 9.63 3.05 -2.22
H 7.24 2.89 -2.91
H 5.48 3.04 -1.14
N -5.70 -5.48 0.86
C -5.73 -4.15 1.04
C -6.82 -3.36 0.73
C -7.94 -3.97 0.20
C -7.93 -5.34 0.01
C -6.79 -6.05 0.35
H -4.82 -3.72 1.46
H -6.79 -2.29 0.90
H -8.82 -3.39 -0.06
H -8.79 -5.86 -0.41
H -6.73 -7.12 0.22
N -2.59 -1.14 -3.36
C -3.59 -0.70 -2.59
C -4.90 -1.13 -2.71
C -5.20 -2.06 -3.69
C -4.18 -2.52 -4.51
C -2.90 -2.04 -4.30
H -3.30 0.02 -1.84
H -5.66 -0.74 -2.05
H -6.22 -2.41 -3.82
H -4.38 -3.25 -5.29
H -2.07 -2.38 -4.91
N 1.23 1.77 -2.24
C 1.21 3.09 -2.08
C 0.13 3.89 -2.41
C -1.00 3.28 -2.94
C -1.00 1.91 -3.11
C 0.14 1.20 -2.75
H 2.12 3.52 -1.67
H 0.17 4.96 -2.26
H -1.86 3.87 -3.21
H -1.85 1.39 -3.52
H 0.18 0.12 -2.86

The calculation puts the gap between HOMO and LUMO at 6.476 eV. The charge is -1. The value obtained for the HOMO energy is -0.159 hartree. The total energy is -49474.458 eV.



4.
Below is a structure of composition C33H40AsBrGaN3O at a distorted geometry, with properties calculated with ωB97M-V with the def2-TZVPD basis set.

Cartesian coordinates (Å):
Ga -0.12 -0.66 0.72
Br 0.00 0.53 7.24
C 0.06 0.23 5.37
C 1.18 -0.37 4.82
C 1.23 -0.58 3.45
C 0.17 -0.21 2.61
C -0.95 0.37 3.22
C -1.01 0.60 4.59
H 2.01 -0.66 5.45
H 2.13 -1.01 3.04
H -1.80 0.66 2.61
H -1.88 1.07 5.04
C 5.10 0.93 5.60
C 5.42 1.23 4.15
C 4.48 1.81 3.30
C 4.78 2.10 1.98
C 6.03 1.77 1.46
N 6.41 2.02 0.12
C 5.69 2.21 -1.03
O 6.16 2.82 -1.97
N 4.40 1.70 -1.10
C 3.90 0.51 -0.54
C 4.70 -0.55 -0.14
C 4.11 -1.67 0.41
C 2.73 -1.72 0.55
N 1.97 -0.70 0.16
C 2.53 0.39 -0.37
C 6.97 1.19 2.30
C 6.67 0.93 3.62
H 4.12 1.32 5.87
H 5.84 1.37 6.26
H 5.10 -0.15 5.78
H 3.50 2.07 3.69
H 4.05 2.60 1.35
H 7.38 2.26 -0.02
H 3.88 2.09 -1.87
H 5.78 -0.50 -0.26
H 4.71 -2.52 0.73
H 2.22 -2.57 0.98
H 1.86 1.19 -0.68
H 7.96 0.94 1.91
H 7.43 0.49 4.26
C -0.92 4.89 -0.50
As 0.35 3.42 -0.35
C 1.98 4.49 -0.54
C 0.31 3.24 1.64
C 0.58 4.49 2.42
C -0.48 5.30 2.85
C -0.24 6.47 3.56
C 1.06 6.86 3.86
C 2.12 6.05 3.45
C 1.88 4.89 2.74
H -0.67 5.70 0.18
H -1.93 4.53 -0.28
H -0.91 5.27 -1.52
H 1.91 5.44 -0.01
H 2.16 4.68 -1.60
H 2.84 3.94 -0.14
H 1.00 2.44 1.89
H -0.69 2.87 1.85
H -1.49 5.00 2.63
H -1.07 7.08 3.88
H 1.25 7.77 4.41
H 3.14 6.33 3.69
H 2.71 4.27 2.43
C -1.63 -2.33 -2.11
C -1.68 -0.83 -1.80
C -3.01 -0.28 -2.36
C -0.53 -0.13 -2.52
C -1.67 -0.51 -0.30
H -1.68 -2.51 -3.19
H -2.46 -2.85 -1.64
H -0.70 -2.76 -1.73
H -3.07 -0.41 -3.44
H -3.10 0.79 -2.14
H -3.86 -0.79 -1.90
H -0.63 -0.21 -3.61
H 0.43 -0.59 -2.24
H -0.49 0.93 -2.25
H -2.37 -1.15 0.25

The calculation puts the gap between HOMO and LUMO at 6.140 eV. Its relative energy (zero: lowest compared OMol25 entry of this formula, charge and spin) is 13.8 kcal per mole. The value obtained for the HOMO energy is -0.238 hartree. The total energy is -224644.113 eV.



5.
Below is a structure of composition C33H40AsBrI2N6O3RuSeSi2 at a distorted geometry, with properties calculated with ωB97M-V with the def2-TZVPD basis set.

Cartesian coordinates (Å):
Ru -0.41 -0.35 0.43
O -5.81 1.21 -4.74
N -4.89 1.78 -4.21
O -4.62 2.95 -4.39
C -4.04 1.00 -3.28
C -4.44 -0.26 -3.05
C -3.76 -1.10 -2.12
C -4.14 -2.43 -1.84
C -3.46 -3.13 -0.89
C -2.43 -2.50 -0.17
N -2.05 -1.25 -0.42
C -2.68 -0.58 -1.42
C -2.16 0.70 -1.77
N -0.96 1.02 -1.22
C -0.42 2.19 -1.50
C -1.06 3.12 -2.32
C -2.26 2.80 -2.91
C -2.84 1.54 -2.67
H -5.30 -0.63 -3.59
H -4.96 -2.87 -2.39
H -3.70 -4.15 -0.65
H -1.91 -3.00 0.63
H 0.56 2.39 -1.09
H -0.60 4.08 -2.51
H -2.76 3.51 -3.54
Se 3.90 0.62 2.45
C 2.37 0.38 1.63
N 1.33 0.24 1.10
C -4.25 0.60 1.54
Si -3.66 -0.66 2.80
C -3.93 -0.11 4.56
C -4.49 -2.32 2.55
As -1.29 -0.79 2.60
Si -0.13 -2.39 3.93
C 0.52 -1.49 5.42
C 1.22 -3.01 2.80
C -1.31 -3.75 4.43
H -5.13 1.13 1.91
H -4.53 0.11 0.61
H -3.46 1.32 1.33
H -5.00 -0.02 4.79
H -3.46 0.86 4.76
H -3.50 -0.83 5.26
H -5.46 -2.32 3.07
H -3.89 -3.14 2.96
H -4.69 -2.52 1.50
H 1.26 -0.74 5.12
H 1.00 -2.19 6.11
H -0.29 -0.98 5.94
H 2.01 -2.26 2.71
H 0.84 -3.21 1.79
H 1.67 -3.93 3.18
H -2.20 -3.33 4.90
H -0.83 -4.41 5.15
H -1.62 -4.36 3.58
N 0.75 -1.42 -1.25
C 1.11 -2.80 -1.12
C 0.28 -3.79 -1.62
C 0.63 -5.12 -1.46
C 1.81 -5.47 -0.81
C 2.63 -4.47 -0.31
C 2.29 -3.13 -0.46
H 1.56 -0.81 -1.23
H 0.21 -1.24 -2.08
H -0.63 -3.52 -2.15
H -0.01 -5.90 -1.86
H 2.09 -6.51 -0.71
H 3.56 -4.72 0.19
H 2.93 -2.35 -0.07
N 0.80 3.23 1.88
C -0.49 2.93 2.14
O -1.15 2.11 1.50
C -1.11 3.66 3.31
I -0.71 2.50 5.06
H 1.30 2.66 1.22
H 1.32 3.83 2.48
H -2.18 3.71 3.20
H -0.69 4.65 3.48
Br 4.89 3.90 -3.29
C 4.85 2.21 -4.13
C 5.38 2.10 -5.40
C 5.37 0.88 -6.06
C 4.83 -0.24 -5.44
C 4.30 -0.14 -4.17
C 4.30 1.09 -3.51
I 3.49 1.16 -1.58
H 5.80 2.98 -5.88
H 5.79 0.81 -7.05
H 4.83 -1.19 -5.95
H 3.88 -1.01 -3.69

The calculation puts the gap between HOMO and LUMO (spin up / spin down) at 5.878 / 5.711 eV. The charge is +1. Its expectation value of S² is 0.77. Its relative energy (zero: lowest compared OMol25 entry of this formula, charge and spin) is 54.5 kcal per mole. The value obtained for the HOMO energy (spin up / spin down) is -0.360 / -0.359 hartree. The spin multiplicity is 2. The total energy is -280714.653 eV.